(1)
DFT (ωB97M-V/def2-TZVPD) results for a structure of composition C29H33AsAuCl2N5O2Te.

Energy above the lowest of the compared OMol25 structures with the same formula, charge and spin   0.737 eV
⟨S²⟩   2.01
Charge   0
HOMO-LUMO gap (alpha / beta)   7.68 / 5.96 eV
Spin multiplicity   3

Each line ends with the Löwdin spin population.
Cartesian coordinates (Å):
Au1 1.52492 0.95517 0.23139  0.19
C1 -1.49448 3.25617 1.31869  0.00
N1 -1.66918 2.23187 0.28909  0.01
C2 -3.06198 1.80497 0.29869  0.00
N2 -3.98798 2.91147 0.07579  0.00
C3 -3.74898 3.92327 1.10479  0.00
N3 -2.37268 4.40147 1.10809  0.00
C4 -2.07218 4.96177 -0.20511  0.00
N4 -2.27928 3.98347 -1.26731  0.00
C5 -1.40028 2.85067 -1.00761  0.00
C6 -3.65738 3.51787 -1.21361  0.00
H1 -0.45478 3.58837 1.29839  0.00
H2 -1.71798 2.82077 2.29819  0.00
H3 -3.28738 1.34347 1.26689  0.00
H4 -3.20388 1.06667 -0.49731  0.00
H5 -3.97238 3.48777 2.08319  0.00
H6 -4.42248 4.76607 0.92039  0.00
H7 -1.02698 5.28027 -0.22081  0.00
H8 -2.71388 5.82767 -0.38621  0.00
H9 -0.36658 3.19847 -1.02331  0.00
H10 -1.54318 2.10507 -1.79651  0.00
H11 -3.81088 2.77207 -1.99961  0.00
H12 -4.32718 4.36597 -1.38291  0.00
Cl1 3.97742 5.62037 0.46519  0.00
C7 2.27992 5.26847 0.15659  0.01
Cl2 1.61892 6.35667 -1.07291  0.00
C8 2.16582 3.79047 -0.32201  0.01
O1 2.64562 3.47047 -1.39301  0.12
O2 1.55632 3.07817 0.52329  0.02
H13 1.72572 5.41997 1.08539  0.00
Te1 3.31732 0.80197 -2.02381  1.39
C9 -4.54558 -1.51393 -0.77161  0.00
C10 -3.39068 -2.43003 -0.35891  0.00
C11 -2.11218 -1.77013 -0.35651  0.00
N5 -1.07908 -1.27633 -0.34211  0.00
H14 -5.47308 -2.07903 -0.75071  0.00
H15 -4.39898 -1.13683 -1.78121  0.00
H16 -4.63968 -0.67233 -0.09011  0.00
H17 -3.32888 -3.27873 -1.04691  0.00
H18 -3.56098 -2.82233 0.64899  0.00
C12 0.68042 -3.64733 -3.88541  0.00
C13 1.38352 -4.29273 -2.88191  0.00
C14 1.70832 -3.61483 -1.71801  0.00
C15 1.32972 -2.28643 -1.55641  0.01
C16 0.63102 -1.64223 -2.57291  0.01
C17 0.30132 -2.32183 -3.73231  0.00
As1 1.74992 -1.34503 0.06979  0.07
C18 3.55552 -1.92993 0.40889  0.02
C19 4.46642 -2.15913 -0.61991  0.04
C20 5.78172 -2.48023 -0.33461  0.01
C21 6.20682 -2.56693 0.98149  0.00
C22 5.30952 -2.34713 2.01249  0.01
C23 3.99142 -2.03133 1.72699  0.00
C24 0.81922 -2.22643 1.51059  0.02
C25 0.93282 -3.58393 1.77249  0.00
C26 0.20282 -4.15303 2.80099  0.00
C27 -0.62528 -3.36393 3.58159  0.00
C28 -0.71048 -1.99943 3.35249  0.00
C29 0.00852 -1.43483 2.31469  0.01
H19 0.43852 -4.17873 -4.79391  0.00
H20 1.68682 -5.32303 -3.00751  0.00
H21 2.27872 -4.11673 -0.93961  0.00
H22 0.35332 -0.59973 -2.43941  0.00
H23 -0.24378 -1.82103 -4.52061  0.00
H24 4.14132 -2.07533 -1.65271  0.03
H25 6.48392 -2.65293 -1.13681  0.00
H26 7.23662 -2.80833 1.20209  0.00
H27 5.63982 -2.40763 3.03949  0.00
H28 3.28322 -1.85923 2.53409  0.00
H29 1.60102 -4.19803 1.17759  0.00
H30 0.28092 -5.21253 2.99449  0.00
H31 -1.20058 -3.81573 4.37539  0.00
H32 -1.33488 -1.38183 3.98319  0.00
H33 -0.05948 -0.37043 2.08999  0.01

=====

(2)
DFT (ωB97M-V/def2-TZVPD) results for a structure of composition C6H8HgO6.

Energy above the lowest of the compared OMol25 structures with the same formula, charge and spin   0.000 eV
⟨S²⟩   2.01
Charge   0
HOMO-LUMO gap (alpha / beta)   6.83 / 8.42 eV
Spin multiplicity   3

Each line ends with the Löwdin spin population.
Cartesian coordinates (Å):
O1 2.69699 0.05845 0.76766  0.09
C1 3.19789 1.30162 0.36344  0.03
O2 4.35716 1.36561 -0.04992  0.02
O3 2.35304 2.21142 0.53822  0.20
C2 3.54372 -1.08744 0.69036  0.13
H1 4.55753 -0.80281 1.02574  0.02
H2 3.15677 -1.79546 1.43825  0.04
C3 3.58736 -1.71659 -0.65194  0.73
H3 2.82182 -1.54965 -1.40980  0.05
H4 4.33942 -2.48008 -0.85638  0.04
O4 -3.11582 -0.94329 0.86800  0.01
C4 -2.52370 0.22960 1.03194  0.03
C5 -4.25376 -0.81573 -0.00092  0.00
O5 -1.39034 0.35687 1.43599  0.20
O6 -3.24048 1.21586 0.51818  0.01
C6 -4.33097 0.69085 -0.26259  0.00
Hg1 0.65690 1.04445 1.40124  0.42
H5 -4.06002 -1.43400 -0.92166  0.00
H6 -5.25984 1.15031 0.08714  0.00
H7 -4.15106 0.95383 -1.31100  0.00
H8 -5.12508 -1.21186 0.53127  0.00

=====

(3)
DFT (ωB97M-V/def2-TZVPD) results for a structure of composition C21H19Cl2N6O4Re.

Energy above the lowest of the compared OMol25 structures with the same formula, charge and spin   16.061 eV
⟨S²⟩   3.86
Charge   +1
HOMO-LUMO gap (alpha / beta)   5.36 / 5.49 eV
Spin multiplicity   4

Each line ends with the Löwdin spin population.
Cartesian coordinates (Å):
Re1 -0.61915 0.71220 -0.01302  0.08
O1 4.61839 2.38651 -0.14955  0.00
C1 3.88946 3.52276 -0.20916  0.00
C2 4.51070 4.76856 -0.20889  0.00
C3 3.76309 5.92800 -0.24919  0.00
C4 2.37307 5.87423 -0.28028  0.00
C5 1.75003 4.64703 -0.27062  0.00
C6 2.48681 3.45217 -0.24770  0.00
C7 1.74268 2.19868 -0.27340  0.00
O2 0.44898 2.30073 0.03912  0.01
N1 2.29189 1.06927 -0.59074  0.00
N2 1.39399 0.00927 -0.57198  0.00
C8 2.01967 -1.06670 -0.88717  0.01
C9 1.62870 -2.46343 -1.02191  0.00
C10 2.65253 -3.38637 -1.20174  0.00
C11 2.36742 -4.73712 -1.32558  0.00
C12 1.04890 -5.17529 -1.26879  0.01
C13 0.06123 -4.23786 -1.09624  0.03
N3 0.37435 -2.93883 -1.00136  0.01
H1 5.55154 2.61880 -0.07966  0.00
H2 5.59310 4.81771 -0.17365  0.00
H3 4.26965 6.88415 -0.25191  0.00
H4 1.78839 6.78223 -0.30836  0.00
H5 0.67160 4.58577 -0.28471  0.00
H6 3.07948 -0.92500 -1.07968  0.00
H7 3.67296 -3.03499 -1.23459  0.00
H8 3.17370 -5.44497 -1.46102  0.00
H9 0.78807 -6.21916 -1.35299  0.00
H10 -0.99001 -4.47425 -1.02422  0.02
C14 -1.19140 -2.22966 4.42955  0.02
O3 -0.56873 -1.23067 3.60841  0.00
C15 -0.88865 -1.22267 2.32212  0.02
O4 -0.30549 -0.20579 1.72193  0.01
N4 -1.60979 -2.15379 1.75986  0.01
N5 -1.42868 0.35731 -1.52889  0.00
H11 -0.73802 -2.11521 5.40825  0.00
H12 -1.00740 -3.22667 4.03612  0.04
H13 -2.26438 -2.05255 4.48008  0.00
H14 -0.14077 -4.11355 2.13618  0.78
H15 -3.47126 -3.55712 -0.18339  0.79
H16 -0.43251 -2.34624 -0.76827  0.00
Cl1 -2.34215 -1.27711 0.22361  0.15
C16 -3.82037 -0.85145 0.24354  0.27
C17 -5.10482 -0.54013 0.27965  0.02
C18 -5.80255 0.38945 -0.56662  0.24
C19 -5.41737 1.12532 -1.67696  -0.03
C20 -4.14527 1.19068 -2.16923  0.21
Cl2 -2.28891 1.98361 1.01283  0.01
C21 -2.98111 1.24397 -2.61873  0.03
N6 -1.70260 1.11799 -2.68513  0.25
H17 -5.73068 -0.99260 1.04567  0.00
H18 -6.83620 0.52998 -0.27213  0.01
H19 -6.18209 1.72281 -2.15944  0.00

=====

(4)
DFT (ωB97M-V/def2-TZVPD) results for a structure of composition C47H58ClFNO4SSbSe4Zr.

Energy above the lowest of the compared OMol25 structures with the same formula, charge and spin   3.028 eV
Charge   -2
HOMO-LUMO gap   5.61 eV

Each line ends with the Löwdin charge.
Cartesian coordinates (Å):
Zr1 0.16509 1.36005 -1.23745  1.15
C1 1.75500 -1.02215 2.75587  -0.05
O1 1.36303 -0.33230 1.58364  -0.12
C2 1.93254 0.90582 1.40263  -0.25
C3 1.38692 2.01967 2.05391  -0.15
C4 0.04503 1.93249 2.75673  -0.04
C5 -1.27369 2.08673 1.97253  -0.12
C6 -2.19466 3.05084 2.35133  0.00
C7 -3.51125 3.05137 1.88585  -0.19
C8 -3.93511 1.89468 1.23622  0.00
C9 -3.04007 0.90565 0.83754  -0.13
C10 -3.54191 -0.47211 0.38233  -0.04
C11 -3.08289 -1.06663 -0.93987  -0.12
C12 -3.85470 -0.95261 -2.08589  0.01
C13 -3.47293 -1.54945 -3.29473  -0.18
C14 -2.22931 -2.14617 -3.33389  -0.03
C15 -1.39320 -2.22751 -2.22032  -0.16
C16 0.01117 -2.75464 -2.47535  -0.06
C17 1.11070 -2.64687 -1.44428  -0.13
C18 1.64297 -3.81976 -0.90022  -0.01
C19 2.77318 -3.83371 -0.09647  -0.19
C20 3.38524 -2.60129 0.13708  -0.02
C21 2.89188 -1.41268 -0.37540  -0.13
C22 3.67179 -0.13214 -0.17942  -0.06
C23 3.04864 1.02250 0.59200  -0.14
C24 3.70042 2.25579 0.54570  -0.01
C25 3.27686 3.33985 1.28877  -0.15
C26 2.08782 3.20465 2.01307  0.01
C27 4.06903 4.64541 1.34458  -0.55
C28 3.25411 5.76758 0.68997  -0.07
C29 4.35199 4.99909 2.81239  -0.06
C30 5.40923 4.52805 0.61614  -0.08
C31 1.72335 -1.41939 -1.16613  -0.25
O2 1.27336 -0.26316 -1.68223  -0.39
C32 3.37768 -5.11499 0.48293  -0.56
C33 4.83613 -5.26300 0.01871  -0.06
C34 2.61646 -6.36510 0.04193  -0.08
C35 3.34820 -5.04992 2.01681  -0.06
C36 -1.88333 -1.78383 -1.00864  -0.23
O3 -1.17078 -2.01471 0.14573  -0.12
C37 -1.34652 -3.30869 0.69125  -0.06
C38 -4.39285 -1.51004 -4.52033  -0.56
C39 -5.74140 -2.14607 -4.15466  -0.06
C40 -3.80241 -2.28401 -5.69866  -0.08
C41 -4.61300 -0.05866 -4.95987  -0.05
C42 -1.67673 1.15828 1.00039  -0.30
O4 -0.77858 0.52089 0.22457  -0.26
C43 -4.39667 4.28176 2.06790  -0.56
C44 -3.69951 5.48767 1.41987  -0.05
C45 -4.61870 4.57322 3.55869  -0.06
C46 -5.75519 4.10269 1.39072  -0.07
H1 2.60044 -0.53393 3.24659  0.10
H2 2.04589 -2.03648 2.47386  0.07
H3 0.92018 -1.07681 3.45975  0.08
H4 0.02029 2.69454 3.53512  0.11
H5 -0.01189 0.96470 3.25484  0.11
H6 -1.85934 3.83141 3.03160  0.11
H7 -4.98558 1.74284 1.00877  0.11
H8 -4.63130 -0.42844 0.38550  0.11
H9 -3.24486 -1.17091 1.16659  0.12
H10 -4.77473 -0.37570 -2.02667  0.12
H11 -1.84134 -2.53713 -4.26900  0.11
H12 0.35587 -2.20258 -3.35248  0.13
H13 -0.06774 -3.80160 -2.77603  0.12
H14 1.14807 -4.75057 -1.15843  0.10
H15 4.29209 -2.55304 0.73731  0.11
H16 3.92622 0.25540 -1.16641  0.11
H17 4.62086 -0.37338 0.30308  0.12
H18 4.55553 2.34574 -0.11331  0.09
H19 1.65933 4.06890 2.51735  0.12
H20 2.28975 5.91133 1.18816  0.08
H21 3.04291 5.53594 -0.35711  0.01
H22 3.81296 6.71324 0.73553  0.08
H23 3.42853 5.18896 3.36497  0.07
H24 4.96957 5.90260 2.86477  0.08
H25 4.88412 4.18339 3.31200  0.08
H26 5.25911 4.35846 -0.45418  0.03
H27 6.01760 3.71237 1.02216  0.08
H28 5.96808 5.46213 0.73945  0.08
H29 4.89045 -5.23994 -1.07256  0.09
H30 5.25704 -6.21180 0.37053  0.08
H31 5.45963 -4.45271 0.40161  0.07
H32 2.61389 -6.46599 -1.04723  0.08
H33 1.57956 -6.34585 0.38914  0.08
H34 3.09869 -7.25285 0.46283  0.08
H35 3.90042 -4.18073 2.38430  0.07
H36 3.79844 -5.95065 2.45164  0.08
H37 2.31808 -4.97041 2.37667  0.08
H38 -1.87879 -3.96863 0.00248  0.10
H39 -1.91146 -3.24869 1.62634  0.08
H40 -0.36202 -3.73583 0.89754  0.08
H41 -5.60404 -3.18372 -3.83236  0.08
H42 -6.41352 -2.13510 -5.02095  0.08
H43 -6.22731 -1.60145 -3.34031  0.07
H44 -3.60434 -3.32836 -5.44018  0.08
H45 -2.87098 -1.82653 -6.04329  0.09
H46 -4.51115 -2.26576 -6.53180  0.08
H47 -5.05860 0.54405 -4.17109  0.05
H48 -5.26873 -0.02691 -5.84066  0.08
H49 -3.66014 0.41302 -5.21708  0.09
H50 -2.72377 5.67661 1.87402  0.08
H51 -4.31583 6.38828 1.53185  0.08
H52 -3.53036 5.31141 0.35481  0.08
H53 -3.66897 4.74162 4.07523  0.07
H54 -5.12699 3.73494 4.04592  0.08
H55 -5.23455 5.47199 3.68283  0.08
H56 -5.63743 3.83578 0.33658  0.09
H57 -6.31552 5.04146 1.44340  0.08
H58 -6.35087 3.32584 1.88126  0.08
F1 0.61158 2.99657 -0.35037  -0.57
Cl1 -0.88342 0.87461 -3.35637  0.07
S1 -1.82526 3.31391 -1.48797  0.49
C47 -3.24341 2.84120 -2.26367  -0.76
N1 -4.30221 2.57218 -2.64565  0.08
Se1 -0.36295 4.25771 -5.36639  -0.19
Sb1 0.33195 3.98779 -3.08782  0.03
Se2 0.74699 6.09786 -2.00954  -0.11
Se3 3.91935 3.62130 -3.05887  -0.09
Se4 2.22087 2.13974 -2.79061  -0.03